No. 1
A structure of composition C23H24N3O10S4W, computed with ωB97M-V/def2-TZVPD.

Its energy is -94321.94373 eV. Its net charge is +3. Its orbital gap is 4.08 eV.

Each line ends with the natural charge from an NBO analysis.
Geometry (Å):
W  -0.862  -0.109  0.987  2.09
O  -0.029  0.123  4.902  -0.86
S  -0.870  0.426  3.781  1.54
O  -1.050  -1.647  1.561  -0.54
O  0.086  0.571  2.454  -0.90
C  -1.131  2.244  3.929  -0.16
C  -0.875  2.853  5.145  -0.20
C  -1.043  4.227  5.283  -0.11
C  -1.485  4.985  4.207  -0.16
C  -1.747  4.382  2.983  -0.12
C  -1.556  3.012  2.857  -0.41
S  -1.932  2.241  1.315  2.36
O  -2.398  0.795  1.653  -0.84
O  -2.874  2.932  0.529  -0.79
O  -0.693  1.860  0.529  -0.93
H  -0.539  2.231  5.962  0.27
H  -0.832  4.700  6.231  0.26
H  -1.635  6.048  4.315  0.26
H  -2.108  4.953  2.143  0.26
N  1.599  -0.142  0.098  -0.82
C  2.304  -1.389  0.356  0.17
C  2.026  -2.071  1.542  -0.24
C  2.713  -3.232  1.847  -0.13
C  3.676  -3.717  0.958  0.21
C  3.944  -3.045  -0.234  -0.16
C  3.254  -1.882  -0.533  -0.21
S  5.147  -5.331  2.516  2.37
O  4.788  -4.586  3.661  -0.67
O  4.344  -4.892  1.195  -0.57
O  5.590  -6.656  2.431  -0.62
H  1.815  0.188  -0.854  0.43
H  1.970  0.574  0.747  0.44
H  1.264  -1.675  2.223  0.24
H  2.512  -3.746  2.773  0.25
H  4.684  -3.438  -0.912  0.27
H  3.477  -1.362  -1.452  0.25
C  -0.422  -4.185  -1.726  -0.62
C  -0.896  -3.165  -0.699  -0.39
C  -2.371  -2.764  -0.883  -0.22
N  -2.612  -2.176  -2.181  -0.55
C  -2.241  -0.967  -2.556  0.42
S  -1.506  0.197  -1.445  -0.04
N  -2.415  -0.543  -3.799  -0.61
C  -2.642  -1.301  -5.057  0.69
O  -1.957  -0.971  -5.970  -0.45
C  -3.687  -2.321  -5.046  -0.27
C  -4.807  -2.244  -4.205  -0.15
C  -5.802  -3.208  -4.291  -0.22
C  -5.704  -4.240  -5.217  -0.13
C  -4.612  -4.305  -6.072  -0.19
C  -3.614  -3.345  -6.004  -0.12
H  0.548  -4.574  -1.434  0.22
H  -0.330  -3.748  -2.716  0.21
H  -1.110  -5.022  -1.775  0.23
H  -0.253  -2.252  -0.736  0.17
H  -0.809  -3.588  0.303  0.23
H  -2.665  -2.048  -0.078  0.21
H  -3.001  -3.651  -0.800  0.25
H  -3.113  -2.736  -2.875  0.46
H  -2.021  0.371  -4.014  0.45
H  -4.935  -1.401  -3.540  0.21
H  -6.664  -3.143  -3.646  0.24
H  -6.482  -4.985  -5.276  0.25
H  -4.547  -5.094  -6.806  0.25
H  -2.781  -3.369  -6.690  0.25

---

No. 2
A structure of composition C8H12O5S, computed with ωB97M-V/def2-TZVPD.

Its energy is -29558.85380 eV. Its net charge is 0. Its orbital gap is 9.00 eV.

Each line ends with the natural charge from an NBO analysis.
Geometry (Å):
C  -0.377  0.121  -1.307  -0.30
C  0.609  1.006  -1.284  0.67
C  -0.468  -1.346  -1.502  0.06
C  -0.290  -0.654  0.939  -0.31
C  -0.626  -1.873  -0.001  0.09
C  -0.695  0.591  0.103  0.52
C  2.164  2.760  -1.871  -0.26
C  -0.717  -0.731  2.412  -0.47
O  0.373  1.564  -0.063  -0.51
O  0.740  -1.798  -2.153  -0.70
O  -1.929  -2.359  0.364  -0.71
O  -1.903  1.277  0.303  -0.70
O  1.452  1.531  -2.143  -0.47
S  0.014  0.773  3.308  -0.10
H  -1.180  -1.895  -2.181  0.19
H  0.804  -0.750  1.013  0.23
H  0.112  -2.614  0.353  0.16
H  2.758  3.085  -2.744  0.20
H  2.826  2.428  -1.048  0.20
H  1.613  3.648  -1.796  0.20
H  -0.329  -1.477  3.075  0.23
H  -1.872  -0.813  2.456  0.24
H  1.246  -2.090  -1.388  0.46
H  -2.241  -2.782  -0.483  0.47
H  -1.893  1.890  1.032  0.49
H  -0.193  0.507  4.609  0.13

---

No. 3
A structure of composition C10H29Br2F6FePSbSi3, computed with ωB97M-V/def2-TZVPD.

Its energy is -241068.51913 eV. The multiplicity is 6. Its net charge is +2. Its orbital gap (alpha / beta) is 7.06 / 5.84 eV.

Each line ends with the natural charge from an NBO analysis.
Geometry (Å):
Fe  1.148  -3.810  -0.609  1.23
Br  0.809  -6.195  -0.515  0.24
C  1.760  -5.227  -1.856  -0.56
Br  1.110  -2.184  -2.205  -0.48
H  1.278  -5.275  -2.824  0.25
H  2.830  -5.403  -1.841  0.25
C  0.469  1.541  -3.385  -1.21
Si  -1.073  1.563  -2.398  1.75
C  -1.709  3.194  -1.864  -1.21
C  -2.275  0.218  -2.723  -1.21
Sb  -0.097  0.448  0.182  0.38
Si  -2.454  -0.206  1.499  1.56
C  -2.012  -0.327  3.272  -1.18
C  -3.433  1.287  1.036  -1.18
C  -2.930  -1.749  0.619  -1.18
Si  2.176  1.912  0.661  1.53
C  1.443  3.598  0.793  -1.17
C  2.842  1.195  2.208  -1.18
C  3.166  1.587  -0.854  -1.18
H  0.188  1.423  -4.438  0.30
H  1.120  0.704  -3.130  0.28
H  1.021  2.475  -3.285  0.27
H  -2.069  3.718  -2.758  0.30
H  -0.928  3.809  -1.418  0.27
H  -2.542  3.116  -1.167  0.27
H  -2.679  0.370  -3.731  0.30
H  -3.111  0.228  -2.024  0.26
H  -1.789  -0.759  -2.708  0.28
H  -1.203  0.351  3.544  0.27
H  -1.704  -1.339  3.535  0.28
H  -2.889  -0.055  3.867  0.28
H  -2.973  2.205  1.403  0.26
H  -4.427  1.216  1.490  0.29
H  -3.574  1.359  -0.042  0.24
H  -2.420  -2.608  1.054  0.27
H  -2.701  -1.708  -0.445  0.25
H  -4.008  -1.907  0.729  0.28
H  0.652  3.648  1.542  0.26
H  1.051  3.940  -0.166  0.24
H  2.225  4.302  1.096  0.29
H  2.110  1.162  3.014  0.27
H  3.674  1.828  2.535  0.29
H  3.223  0.189  2.044  0.28
H  2.789  2.140  -1.713  0.25
H  3.193  0.523  -1.096  0.27
H  4.197  1.909  -0.678  0.29
F  0.188  -2.946  1.020  -0.62
P  1.548  -2.612  2.055  2.60
F  0.819  -3.423  3.179  -0.54
F  2.153  -3.997  1.393  -0.58
F  2.830  -2.338  2.898  -0.54
F  0.814  -1.245  2.459  -0.57
F  2.173  -1.847  0.746  -0.59

---

No. 4
The ion C10H22P with charge +1, computed with ωB97M-V/def2-TZVPD.

Its energy is -20001.74182 eV. The multiplicity is 3. Its net charge is +1. Its orbital gap (alpha / beta) is 5.80 / 6.01 eV.

Each line ends with the natural charge from an NBO analysis.
Geometry (Å):
C  -1.347  -0.661  0.052  -0.24
C  -1.105  0.821  -0.293  -0.25
C  -0.055  -1.429  -0.408  -0.34
C  0.209  1.226  0.346  -0.51
C  -2.567  -1.220  -0.735  -0.60
C  -2.266  1.620  0.309  -0.59
C  0.267  -2.736  0.257  -0.66
C  0.726  2.619  0.108  -0.63
C  2.406  0.180  -1.446  -1.02
C  2.351  -0.394  1.572  -0.93
P  1.366  -0.155  -0.018  1.37
H  -1.492  -0.850  1.098  0.23
H  -1.174  1.206  -1.422  0.25
H  0.068  -1.706  -1.476  0.26
H  0.098  1.066  1.483  0.25
H  -2.630  -2.331  -0.508  0.23
H  -2.583  -1.151  -1.762  0.22
H  -3.697  -0.867  -0.418  0.25
H  -2.032  1.823  1.292  0.20
H  -3.142  1.050  0.215  0.23
H  -2.296  2.647  -0.087  0.23
H  -0.107  -3.566  -0.274  0.27
H  -0.123  -2.758  1.345  0.22
H  1.265  -2.962  0.437  0.27
H  0.756  2.888  -0.960  0.23
H  1.691  2.814  0.498  0.24
H  0.128  3.346  0.588  0.26
H  3.290  0.794  -1.151  0.29
H  1.878  0.580  -2.389  0.27
H  2.653  -0.732  -1.906  0.27
H  2.015  -1.300  1.935  0.23
H  2.020  0.303  2.276  0.22
H  3.427  -0.166  1.441  0.27